1.
Density functional theory data (wB97M-V/def2-TZVPD) for C15H17N3O3S2 in the gas phase.

Geometry as XYZ:
```
40
Properties=species:S:1:pos:R:3
C -5.15467 0.86505 -0.41005
C -3.71328 0.81845 -0.86988
O -3.36605 0.38057 -1.93936
N -2.85296 1.32041 0.07148
C -1.46127 1.40654 0.00328
C -0.75597 1.53446 1.20183
C 0.62251 1.58811 1.19002
C 1.29466 1.53696 -0.01594
S 3.08415 1.55875 0.01255
O 3.57691 2.10128 -1.21909
O 3.48200 2.15535 1.25308
N 3.56899 -0.02937 0.07246
C 3.86022 -0.74391 -1.14523
C 3.00073 -1.97901 -1.37191
S 1.25163 -1.64215 -1.77242
C 0.49301 -1.66078 -0.19262
C -0.90193 -1.69198 -0.12708
C -1.48750 -1.73425 1.11975
C -0.67784 -1.73319 2.25168
C 0.69125 -1.68912 2.07244
N 1.26898 -1.65581 0.88069
C 0.60924 1.45367 -1.21125
C -0.77222 1.38278 -1.20803
H -5.28568 0.26925 0.49106
H -5.79183 0.46826 -1.19476
H -5.44601 1.89130 -0.19685
H -3.24923 1.56238 0.96933
H -1.29314 1.57892 2.13874
H 1.19561 1.68173 2.09844
H 3.09018 -0.57548 0.77629
H 4.90781 -1.07548 -1.11008
H 3.76391 -0.02995 -1.96712
H 3.37807 -2.53613 -2.22894
H 2.99769 -2.61405 -0.48697
H -1.48237 -1.68487 -1.03526
H -2.56314 -1.77389 1.21347
H -1.10083 -1.76936 3.24269
H 1.37349 -1.68272 2.91238
H 1.16227 1.45264 -2.13650
H -1.31739 1.29461 -2.13228
```

Orbital gap: 8.8284 eV
ΔE to the lowest compared entry with this formula, charge and spin: 22.0 kcal per mole
HOMO energy: -8.48 eV
Lowest unoccupied orbital energy: 0.347 eV
SMILES: CC(=O)Nc1ccc(S(=O)(=O)NCCSc2ccccn2)cc1

2.
Density functional theory data (wB97M-V/def2-TZVPD) for C15H17N3O5S in the gas phase.

Geometry as XYZ:
```
41
Properties=species:S:1:pos:R:3
C -0.01043 2.63780 -2.25147
C 1.49331 2.75405 -2.06153
O 1.97195 1.69443 -1.22214
C 2.42228 0.60020 -1.82058
O 2.58449 0.46406 -3.00075
C 2.72404 -0.48608 -0.79231
C 1.55226 -1.39349 -0.72824
N 0.36416 -1.08209 -1.08901
N -0.53288 -2.03984 -0.92941
C -0.05751 -3.12548 -0.42544
N -0.77505 -4.25282 -0.14153
C -2.06753 -4.32267 0.33382
O -2.63577 -5.37981 0.40943
C -2.65330 -2.98973 0.77978
O -1.73596 -2.38886 1.66880
C -1.46133 -1.04862 1.54933
C -2.30498 -0.11320 0.96331
C -1.91159 1.20563 0.87295
C -0.67910 1.62477 1.36880
O -0.38819 2.94845 1.20757
C 0.86789 3.41214 1.63921
C 0.14870 0.69445 1.98578
C -0.24472 -0.62745 2.07375
S 1.67771 -3.03885 -0.10866
H -0.51579 2.72353 -1.29405
H -0.35573 3.42799 -2.91195
H -0.25299 1.67262 -2.68917
H 2.01389 2.69918 -3.02268
H 1.75710 3.68059 -1.54686
H 2.88955 -0.02980 0.18611
H 3.61127 -1.04420 -1.09530
H -0.30496 -5.14432 -0.24526
H -3.60728 -3.18247 1.28424
H -2.81652 -2.37500 -0.11152
H -3.26989 -0.40068 0.57652
H -2.55762 1.93701 0.41377
H 1.68067 2.89845 1.11647
H 0.99182 3.29292 2.72062
H 0.89015 4.47284 1.39297
H 1.10339 0.98164 2.39705
H 0.39451 -1.35729 2.54759
```

Orbital gap: 8.3965 eV
ΔE to the lowest compared entry with this formula, charge and spin: 19.2 kcal per mole
HOMO energy: -8.10 eV
Lowest unoccupied orbital energy: 0.301 eV
SMILES: CCOC(=O)Cc1nnc(NC(=O)COc2ccc(OC)cc2)s1

3.
Density functional theory data (wB97M-V/def2-TZVPD) for 2 unconnected molecules or ions with the total composition C15H17N5O5.

Geometry as XYZ:
```
42
Properties=species:S:1:pos:R:3
O 1.34751 1.68923 -3.99364
N 0.91294 1.27748 -2.89782
O 0.13522 1.96195 -2.18060
C 1.29483 -0.03246 -2.43183
C 2.16517 -0.81889 -3.23048
C 2.50418 -2.11432 -2.84146
N 3.36177 -2.91519 -3.68947
O 3.74635 -4.04189 -3.33038
O 3.68721 -2.40324 -4.78473
C 1.89772 -2.65449 -1.63999
N 1.84372 -3.93832 -1.19715
O 1.01816 -3.88860 -0.10007
N 0.53593 -2.57431 0.17098
C 1.04255 -1.83224 -0.85075
C 0.73216 -0.49770 -1.21951
H 2.55755 -0.40773 -4.15636
H -0.18285 -0.05948 -0.81994
C 0.71321 0.67028 0.99268
C -0.51133 1.21415 1.37456
N -1.66479 0.55791 1.54160
C -2.88198 1.20268 2.01441
C -3.92149 0.08281 2.13679
C -3.20404 -1.23978 1.84079
C -1.73924 -0.89755 1.51305
C -0.43002 2.71330 1.57587
C 1.04345 3.05855 1.26353
C 1.76798 1.72059 0.89585
H 0.95360 -0.38738 1.11086
H -2.70438 1.68001 2.99330
H -3.20797 1.99439 1.32182
H -4.34689 0.08274 3.14224
H -4.73008 0.25849 1.42432
H -3.22531 -1.91083 2.70194
H -3.65517 -1.75605 0.99178
H -1.42397 -1.31977 0.54921
H -1.05867 -1.34260 2.25833
H -0.67797 3.00060 2.61058
H -1.12645 3.26211 0.92420
H 1.52138 3.51723 2.13780
H 1.11716 3.77039 0.43594
H 2.17369 1.77799 -0.12226
H 2.61914 1.53993 1.56402
```

Orbital gap: 5.2679 eV
ΔE to the lowest compared entry with this formula, charge and spin: 164.4 kcal per mole
HOMO energy: -7.59 eV
Lowest unoccupied orbital energy: -2.319 eV
SMILES: O=[N+]([O-])c1cc([N+](=O)[O-])c2nonc2c1.C1=C(N2CCCC2)CCC1

4.
Density functional theory data (wB97M-V/def2-TZVPD) for a molecular structure, C15H17NO3PbS.

Geometry as XYZ:
```
38
Properties=species:S:1:pos:R:3
C 0.75918 -0.47491 -4.70250
C 1.82133 -1.20995 -4.09801
C 2.42457 -0.37357 -3.10620
C 1.72379 0.86989 -3.09637
C 0.70844 0.81051 -4.09225
Pb 0.03183 -1.35773 -1.51612
C -1.44724 -3.29251 -2.53288
C -2.31418 -2.26103 -3.11492
C -3.29865 -2.49402 -4.08626
N -2.05879 -1.03151 -2.59756
H 3.29121 -0.61587 -2.49312
H 2.14253 -2.21446 -4.37370
H 1.95314 1.72824 -2.46767
H 0.03427 1.62230 -4.36063
H 0.11561 -0.82171 -5.51085
H -1.02550 -4.05219 -3.18536
H -2.71696 -0.29273 -2.84939
H -1.65347 -3.57036 -1.48968
H -3.37762 -3.49539 -4.49700
H -3.98128 -1.70988 -4.40384
C 0.34621 1.79094 6.73460
C 0.35173 1.53586 5.26013
C 1.27608 2.20685 4.45936
C 1.32054 1.98995 3.09052
C 0.42675 1.09292 2.50367
C -0.51393 0.42569 3.28262
C -0.55028 0.65517 4.65834
S 0.44201 0.96728 0.72569
O -0.01964 2.24545 0.24089
O 1.78489 0.54920 0.32755
O -0.55294 -0.15294 0.46382
H 1.31856 1.54534 7.17961
H 0.15673 2.85132 6.93744
H -0.42632 1.18755 7.21570
H 1.95880 2.91490 4.92768
H 2.04155 2.52398 2.48416
H -1.20392 -0.25101 2.79526
H -1.28906 0.15841 5.28726
```

Orbital gap (spin up / spin down): 5.6392 / 6.0078 eV
ΔE to the lowest compared entry with this formula, charge and spin: 0.0 kcal per mole
HOMO energy (spin up / spin down): -8.19 / -7.77 eV
Lowest unoccupied orbital energy (spin up / spin down): -2.555 / -1.766 eV

5.
Density functional theory data (wB97M-V/def2-TZVPD) for C15H17NO4 in the gas phase.

Geometry as XYZ:
```
37
Properties=species:S:1:pos:R:3
C -0.85427 -4.35818 0.30217
C -0.63786 -3.16373 -0.60643
O -0.60115 -1.98202 0.20106
C -0.37927 -0.83819 -0.44032
O -0.17782 -0.74878 -1.61968
C -0.41697 0.32855 0.53343
C -1.80554 0.97508 0.52312
O -2.03923 2.04155 1.02191
O -2.68562 0.20742 -0.10158
C -4.02727 0.70036 -0.21023
C -4.82660 0.41440 1.05172
C 0.63821 1.40524 0.19102
C 0.36818 1.97334 -1.11291
N 0.16263 2.47671 -2.11743
C 2.03275 0.82530 0.28092
C 2.68036 0.79908 1.50936
C 3.93837 0.23524 1.62278
C 4.55850 -0.30581 0.50914
C 3.91691 -0.27919 -0.71720
C 2.65731 0.28314 -0.83420
H -1.78984 -4.25172 0.84426
H -0.88921 -5.26614 -0.29245
H -0.04267 -4.43477 1.02059
H 0.30747 -3.24142 -1.15468
H -1.44811 -3.06147 -1.33618
H -0.23488 -0.05304 1.54360
H -4.44529 0.17929 -1.07318
H -3.98998 1.77639 -0.40509
H -5.85385 0.73699 0.90990
H -4.40160 0.95575 1.89336
H -4.81558 -0.65034 1.27250
H 0.52050 2.21814 0.92043
H 2.20006 1.22455 2.37968
H 4.43536 0.22024 2.58152
H 5.54115 -0.74478 0.59764
H 4.39765 -0.69709 -1.58898
H 2.15452 0.29988 -1.78941
```

Orbital gap: 10.2376 eV
ΔE to the lowest compared entry with this formula, charge and spin: 34.1 kcal per mole
HOMO energy: -9.57 eV
Lowest unoccupied orbital energy: 0.666 eV
SMILES: CCOC(=O)C(C(=O)OCC)[C@H](C#N)c1ccccc1

6.
Density functional theory data (wB97M-V/def2-TZVPD) for a molecular structure, C15H17Ru.

Geometry as XYZ:
```
33
Properties=species:S:1:pos:R:3
Ru 0.00887 0.20941 -0.14149
C 2.74613 1.02784 -2.31300
C 1.32835 0.58869 -2.18538
C 1.00413 -0.77090 -1.87619
C -0.34782 -1.27054 -1.91008
C -0.61955 -2.73416 -1.74976
C -1.38795 -0.33560 -2.11569
C -1.11679 1.04638 -2.22640
C -2.22946 2.03161 -2.36791
C 0.24542 1.48448 -2.22985
H 3.26646 0.96751 -1.35184
H 2.81990 2.04923 -2.67949
H 3.28136 0.36462 -2.99625
H 1.81252 -1.47755 -1.71159
H -0.74142 -3.01368 -0.70021
H 0.19825 -3.32804 -2.15682
H -1.54214 -3.00657 -2.26166
H -2.41629 -0.68171 -2.13636
H -2.78497 2.14158 -1.43173
H -2.94998 1.67332 -3.10631
H -1.86947 3.01240 -2.66981
H 0.44414 2.54709 -2.32400
C -0.02633 -0.09002 4.52929
C -0.45969 0.92598 3.66064
C -0.31379 0.76054 2.23473
C 0.23724 -0.38102 1.72342
C 0.68492 -1.40136 2.60184
C 0.53232 -1.23398 4.01675
H -0.13572 0.03755 5.59977
H -0.90664 1.83671 4.04614
H -0.65589 1.59702 1.58880
H 1.14955 -2.30571 2.22456
H 0.87204 -2.02940 4.67055
```

Orbital gap (spin up / spin down): 6.9630 / 6.3990 eV
HOMO energy (spin up / spin down): -20.25 / -21.43 eV
Lowest unoccupied orbital energy (spin up / spin down): -13.288 / -15.035 eV
2S+1: 5
Net charge: +3

no.,total energy (hartree),F_max (Eh/bohr)
1,-1768.18233,0.0195
2,-1520.43654,0.0337
3,-1231.41713,0.0572
4,-1453.13687,0.0582
5,-937.52489,0.0140
6,-675.35608,0.0083